Record 1
A 2-piece molecular cluster, C4H9O2 overall. Source: the Open Molecules 2025 dataset; level of theory: ωB97M-V with the def2-TZVPD basis set.

## Properties
**F_max**: 0.0803 hartree/bohr
**E_HOMO**: -0.1281 Ha
**Energy relative to the best compared isomer or geometry (same formula, charge and spin)**: 164.81 kJ/mol
**E**: -308.28212 hartree

```
! wB97M-V def2-TZVPD RIJCOSX def2/J DEFGRID3
* xyz -1 1
C 1.6676 -0.1908 -1.0605
C 0.7888 -0.4574 -2.3045
O -0.3649 -0.8527 -2.0544
O 1.1696 -0.2738 -3.4730
H 1.2760 -0.6965 -0.1002
H 1.6878 0.8537 -0.7316
H 2.7227 -0.1640 -1.2799
C -1.9162 0.3868 1.6706
C -0.3644 0.1152 1.1607
H -2.5020 1.0058 1.0052
H -2.3161 -0.6106 1.6053
H -1.7990 0.9309 2.5514
H -0.0288 1.0077 0.5913
H 0.2717 -0.3724 1.9004
H -0.2928 -0.6818 0.5192
*
```


Record 2
A 2-piece molecular cluster, C4H9O2 overall. Source: the Open Molecules 2025 dataset; level of theory: ωB97M-V with the def2-TZVPD basis set.

## Properties
**F_max**: 0.0244 hartree/bohr
**E_HOMO**: -0.1409 Ha
**Energy relative to the best compared isomer or geometry (same formula, charge and spin)**: 22.65 kJ/mol
**E**: -308.33626 hartree

```
! wB97M-V def2-TZVPD RIJCOSX def2/J DEFGRID3
* xyz -1 1
C -1.2221 0.0654 0.7574
C -1.7413 -0.4854 2.0599
H -1.1928 -0.7067 -0.0198
H -1.7548 0.9201 0.3375
H -0.1730 0.3792 0.7534
H -0.9983 -1.1618 2.5015
H -2.6833 -1.0250 1.9981
H -1.8383 0.2708 2.8453
C 1.1726 0.0205 -2.0269
C 2.2448 0.5823 -0.9995
O 3.4138 0.3526 -1.3833
O 1.8756 1.1223 0.0610
H 0.3008 0.6655 -2.1650
H 0.9050 -0.9914 -1.7348
H 1.6913 -0.0083 -2.9849
*
```


Record 3
A 2-piece molecular cluster, C4H9O2 overall. Source: the Open Molecules 2025 dataset; level of theory: ωB97M-V with the def2-TZVPD basis set.

## Properties
**F_max**: 0.0125 hartree/bohr
**E_HOMO**: -0.1026 Ha
**Energy relative to the best compared isomer or geometry (same formula, charge and spin)**: 205.89 kJ/mol
**E**: -308.26647 hartree

```
! wB97M-V def2-TZVPD RIJCOSX def2/J DEFGRID3
* xyz -1 1
C -1.0324 -0.5941 1.2066
O -0.3800 0.0195 0.1876
C -1.8117 -1.8417 0.7420
H -1.7910 0.0656 1.6930
H -0.3256 -0.9377 1.9980
H -2.4216 -2.2964 1.5331
H -1.1259 -2.5937 0.3367
H -2.4784 -1.5483 -0.0760
O 1.7046 3.2076 -0.7740
C 1.2058 2.1228 -0.9976
C 1.9674 0.8560 -1.1404
H 0.1188 1.9928 -1.1043
H 3.0242 0.9454 -0.8893
H 1.8918 0.5100 -2.1767
H 1.4540 0.0920 -0.5386
*
```


Record 4
An isolated ion of composition C4H9O2 and charge -1. Source: the Open Molecules 2025 dataset; level of theory: ωB97M-V with the def2-TZVPD basis set.

## Properties
**F_max**: 0.0555 hartree/bohr
**SMILES**: [O-]CCCCO
**E_HOMO**: -0.0928 Ha
**Energy relative to the best compared isomer or geometry (same formula, charge and spin)**: 332.69 kJ/mol
**E**: -308.21817 hartree

```
! wB97M-V def2-TZVPD RIJCOSX def2/J DEFGRID3
* xyz -1 1
O -0.7606 0.4543 2.0036
C 0.0797 -0.6055 1.7196
C -0.3084 -1.1139 0.3181
C -0.5908 0.0964 -0.6316
C 0.6145 0.8605 -0.8377
O 0.6904 1.9931 -1.8441
H 1.2830 -0.4431 1.5868
H 0.0077 -1.5240 2.3726
H -1.3552 -1.5830 0.3032
H 0.6453 -1.7551 0.0692
H -1.3481 0.6948 -0.1604
H -1.0592 -0.2279 -1.5366
H 0.9528 1.3051 0.0557
H 1.2701 0.1092 -1.1568
H -0.1212 1.7392 -2.2618
*
```


Record 5
A 2-piece molecular cluster, C4H9O2 overall. Source: the Open Molecules 2025 dataset; level of theory: ωB97M-V with the def2-TZVPD basis set.

## Properties
**F_max**: 0.0256 hartree/bohr
**E_HOMO (spin up / spin down)**: -0.3995 / -0.3948 Ha
**Energy relative to the best compared isomer or geometry (same formula, charge and spin)**: 9.84 kJ/mol
**E**: -308.20945 hartree

```
! wB97M-V def2-TZVPD RIJCOSX def2/J DEFGRID3
* xyz 0 2
C 0.4872 -0.0005 -1.4554
C 1.4850 0.8634 -2.2587
H 0.5797 0.1895 -0.3720
H -0.5158 0.3534 -1.6761
H 0.6558 -1.0699 -1.5824
H 1.5623 1.8437 -1.7940
H 1.1791 0.9511 -3.3025
H 2.4713 0.4054 -2.2542
C -1.1042 0.1027 2.3869
C -1.1979 -1.3052 1.7427
O -0.1273 -1.9855 1.9835
O -2.1722 -1.6282 1.1150
H -2.1409 0.4060 2.4514
H -0.5795 0.7348 1.6735
H -0.5827 0.1393 3.3422
*
```


Record 6
A 2-piece molecular cluster, C4H9O2 overall. Source: the Open Molecules 2025 dataset; level of theory: ωB97M-V with the def2-TZVPD basis set.

## Properties
**F_max**: 0.0797 hartree/bohr
**E_HOMO (spin up / spin down)**: -0.3959 / -0.3891 Ha
**Energy relative to the best compared isomer or geometry (same formula, charge and spin)**: 168.52 kJ/mol
**E**: -308.14901 hartree

```
! wB97M-V def2-TZVPD RIJCOSX def2/J DEFGRID3
* xyz 0 2
C -0.6310 1.6303 1.5235
C -2.1311 1.2254 0.9954
O -2.2170 0.0600 1.3467
O -2.6824 1.9101 0.1442
H -0.2366 2.2139 0.6830
H -0.0521 0.7262 1.4839
H -0.5550 2.4502 2.1851
C 0.6705 -1.8849 -1.4639
C 1.5423 -0.8057 -0.5984
H -0.4440 -1.4211 -1.6902
H 0.8985 -2.0362 -2.5331
H 0.5154 -2.8496 -0.9622
H 1.8822 -1.0906 0.4176
H 2.3965 -0.3191 -1.0564
H 1.0437 0.1913 -0.4752
*
```


Record 7
A 2-piece molecular cluster, C4H9O2 overall. Source: the Open Molecules 2025 dataset; level of theory: ωB97M-V with the def2-TZVPD basis set.

## Properties
**F_max**: 0.1565 hartree/bohr
**E_HOMO (spin up / spin down)**: -0.4407 / -0.5357 Ha
**Energy relative to the best compared isomer or geometry (same formula, charge and spin)**: 133.98 kJ/mol
**E**: -307.72341 hartree

```
! wB97M-V def2-TZVPD RIJCOSX def2/J DEFGRID3
* xyz 1 3
C -1.4425 0.8013 0.3960
C -1.3058 2.0328 0.1835
C -1.7187 -1.3490 -0.4384
C 2.2178 -0.4810 0.4498
O -1.4654 -0.3596 0.6938
O 1.3544 0.1633 -0.4575
H -0.2627 2.1258 -0.1995
H 1.9424 0.5538 -1.0724
H -1.7009 3.0593 0.2416
H -1.9703 -2.1960 0.0266
H -0.7659 -1.2578 -0.9756
H -2.5550 -1.0276 -1.0975
H 2.1401 -1.5429 0.5657
H 3.3176 -0.4444 0.2522
H 2.2147 -0.0780 1.4317
*
```


Record 8
A 2-piece molecular cluster, C4H9O2P overall. Source: the Open Molecules 2025 dataset; level of theory: ωB97M-V with the def2-TZVPD basis set.

## Properties
**F_max**: 0.1493 hartree/bohr
**SMILES**: CP(C)C.O=C=O
**E_HOMO**: -0.3305 Ha
**Energy relative to the best compared isomer or geometry (same formula, charge and spin)**: 188.94 kJ/mol
**E**: -649.61993 hartree

```
! wB97M-V def2-TZVPD RIJCOSX def2/J DEFGRID3
* xyz 0 1
C 1.1462 -0.3486 0.9722
P 0.1135 -0.7523 -0.5986
C -0.1664 1.0377 -1.1183
C -1.4986 -0.8748 0.2510
H 0.5314 0.0166 1.8621
H 2.0274 0.4010 0.6528
H 1.6104 -1.2195 1.3648
H 0.6553 1.4984 -1.6840
H -0.3796 1.4844 -0.1899
H -1.0957 1.0900 -1.7943
H -1.7135 -1.8189 0.8300
H -2.1285 -0.7362 -0.5533
H -1.7480 0.0560 0.9685
O 2.7907 -2.2732 -1.0811
C 2.7522 -1.2282 -1.5896
O 2.7765 -0.0665 -2.1054
*
```


Record 9
A 2-piece molecular cluster, C4H9O2P overall. Source: the Open Molecules 2025 dataset; level of theory: ωB97M-V with the def2-TZVPD basis set.

## Properties
**F_max**: 0.0949 hartree/bohr
**SMILES**: [H]/P=C1/CCOC1.O
**E_HOMO**: -0.3296 Ha
**Energy relative to the best compared isomer or geometry (same formula, charge and spin)**: 394.35 kJ/mol
**E**: -649.54169 hartree

```
! wB97M-V def2-TZVPD RIJCOSX def2/J DEFGRID3
* xyz 0 1
H -1.0939 2.7518 -0.3391
P -1.6303 1.4576 -0.0226
C -0.1509 0.6220 -0.1692
C 0.0628 -0.8076 -0.0528
C 1.5792 -0.9038 0.1734
O 2.1491 0.2786 -0.2502
C 1.1777 1.3124 -0.0330
H -0.1393 -1.1934 -1.0844
H -0.5563 -1.4397 0.5332
H 1.6907 -0.8673 1.2418
H 2.0731 -1.6977 -0.1574
H 1.3260 2.1045 -0.7762
H 1.2274 1.7236 0.9429
O -2.9187 -1.1711 -0.0375
H -2.2317 -1.1981 -0.7876
H -2.5649 -0.9718 0.8187
*
```


Record 10
A 2-piece molecular cluster, C4H9O2P overall. Source: the Open Molecules 2025 dataset; level of theory: ωB97M-V with the def2-TZVPD basis set.

## Properties
**F_max**: 0.1260 hartree/bohr
**E_HOMO (spin up / spin down)**: -0.1903 / -0.3872 Ha
**Energy relative to the best compared isomer or geometry (same formula, charge and spin)**: 212.76 kJ/mol
**E**: -649.41523 hartree

```
! wB97M-V def2-TZVPD RIJCOSX def2/J DEFGRID3
* xyz 0 3
C 0.0304 2.9237 -1.6914
C -0.3391 -1.8924 -0.4065
C 1.6711 -0.0842 0.6396
C -1.1777 0.6502 0.9939
O 0.0343 0.6322 -1.3874
O -0.8096 2.8282 -2.4513
P 0.0576 -0.0691 -0.1364
H 0.2146 -2.2945 -1.2214
H -1.3521 -2.0412 -0.6770
H -0.1038 -2.5678 0.5588
H 1.7455 -0.2718 1.7352
H 2.1041 0.7833 0.3515
H 2.1617 -1.0264 0.0730
H -1.8163 -0.1137 1.4130
H -1.8620 1.2909 0.3714
H -0.5587 1.2527 1.8350
*
```


Record 11
A 2-piece molecular cluster, C4H9O2S overall. Source: the Open Molecules 2025 dataset; level of theory: ωB97M-V with the def2-TZVPD basis set.

## Properties
**F_max**: 0.1327 hartree/bohr
**E_HOMO**: -0.1272 Ha
**Energy relative to the best compared isomer or geometry (same formula, charge and spin)**: 199.97 kJ/mol
**E**: -706.47180 hartree

```
! wB97M-V def2-TZVPD RIJCOSX def2/J DEFGRID3
* xyz -1 1
C 2.3781 -0.6068 0.9833
C 2.3664 -0.0097 2.3934
O 2.9206 1.1191 2.5883
O 1.8991 -0.7431 3.2899
H 2.0725 0.0548 0.2754
H 1.7920 -1.6377 1.0165
H 3.3344 -1.2868 0.8877
C -2.6724 -0.5149 -0.3950
C -1.0391 1.1597 -2.0971
S -1.8246 1.1070 -0.4306
H -2.5185 -1.1938 -1.2287
H -2.3583 -0.8223 0.6198
H -3.7788 -0.2631 -0.4637
H -0.5179 2.1583 -2.1137
H -1.7905 1.0882 -2.9729
H -0.2631 0.3911 -2.3527
*
```


Record 12
A 2-piece molecular cluster, C4H9O2S overall. Source: the Open Molecules 2025 dataset; level of theory: ωB97M-V with the def2-TZVPD basis set.

## Properties
**F_max**: 0.0176 hartree/bohr
**E_HOMO**: -0.1243 Ha
**Energy relative to the best compared isomer or geometry (same formula, charge and spin)**: 31.37 kJ/mol
**E**: -706.53602 hartree

```
! wB97M-V def2-TZVPD RIJCOSX def2/J DEFGRID3
* xyz -1 1
O 3.0644 -0.9309 -0.0715
C 2.3670 -0.0646 0.3856
O 1.7858 0.9088 -0.3017
H 2.1829 0.0481 1.4675
H 0.8567 1.0946 0.1673
C -0.9457 -1.5314 -1.2319
C -2.1360 -0.7648 -0.6393
C -1.8333 0.6958 -0.3514
S -0.8108 0.9285 1.1795
H -0.7772 -1.1907 -2.2619
H -1.0851 -2.6113 -1.2637
H -0.0416 -1.2714 -0.6881
H -2.9841 -0.9017 -1.3246
H -2.4203 -1.2081 0.3188
H -2.7359 1.2700 -0.1684
H -1.3186 1.1105 -1.2310
*
```


Record 13
A 2-piece molecular cluster, C4H9O2S overall. Source: the Open Molecules 2025 dataset; level of theory: ωB97M-V with the def2-TZVPD basis set.

## Properties
**F_max**: 0.0162 hartree/bohr
**E_HOMO**: -0.1604 Ha
**Energy relative to the best compared isomer or geometry (same formula, charge and spin)**: 38.98 kJ/mol
**E**: -706.53312 hartree

```
! wB97M-V def2-TZVPD RIJCOSX def2/J DEFGRID3
* xyz -1 1
C 1.3046 0.1433 -1.0169
C -1.3952 0.3979 -1.5437
S 0.1910 0.4598 -2.3870
H 1.0298 0.7263 -0.1335
H 1.2801 -0.8952 -0.7019
H 2.3051 0.4702 -1.2828
H -1.7111 -0.6144 -1.2684
H -2.1681 0.8575 -2.1686
H -1.2972 0.8956 -0.5966
C -0.3052 -1.6597 2.1257
C -0.0189 -0.1492 1.9297
O 1.0531 0.3236 2.3464
O -0.9438 0.4433 1.3063
H -0.1617 -2.2105 1.1999
H -1.3399 -1.7551 2.4639
H 0.2966 -2.1413 2.8979
*
```


Record 14
A 2-piece molecular cluster, C4H9O3 overall. Source: the Open Molecules 2025 dataset; level of theory: ωB97M-V with the def2-TZVPD basis set.

## Properties
**F_max**: 0.0838 hartree/bohr
**E_HOMO (spin up / spin down)**: -0.3563 / -0.3562 Ha
**Energy relative to the best compared isomer or geometry (same formula, charge and spin)**: 110.57 kJ/mol
**E**: -383.41041 hartree

```
! wB97M-V def2-TZVPD RIJCOSX def2/J DEFGRID3
* xyz 0 2
C 0.4563 -1.1900 1.1406
C 1.2491 -0.6482 2.4172
O -0.7373 -0.3531 1.2338
H 1.2168 -0.9797 0.2944
H 0.1383 -2.2648 1.1246
H 1.3829 0.4848 2.2444
H -0.7232 0.3449 0.5964
H 2.2251 -1.2682 2.4079
H 0.6543 -0.8403 3.2905
C -0.3536 0.6334 -2.4926
C -1.4799 1.2442 -1.5779
O -1.1510 1.7864 -0.5087
O -2.6269 1.3173 -2.1283
H 0.5162 0.4037 -1.8463
H -0.0275 1.4932 -3.2178
H -0.7396 -0.1636 -2.9782
*
```


Record 15
A 2-piece molecular cluster, C4H9O4 overall. Source: the Open Molecules 2025 dataset; level of theory: ωB97M-V with the def2-TZVPD basis set.

## Properties
**F_max**: 0.0229 hartree/bohr
**E_HOMO**: -0.1252 Ha
**Energy relative to the best compared isomer or geometry (same formula, charge and spin)**: 151.12 kJ/mol
**E**: -458.80993 hartree

```
! wB97M-V def2-TZVPD RIJCOSX def2/J DEFGRID3
* xyz -1 1
C -0.2516 1.6704 -0.7770
O -1.2836 1.6543 0.1123
C 0.7165 0.4346 -0.6680
C 0.4849 -0.2572 0.6949
C 1.3455 -1.4554 0.7801
O 0.6334 -2.6203 0.8443
O 2.5506 -1.4947 0.7951
H -0.5894 1.7342 -1.8231
H 0.3818 2.5762 -0.6129
H 1.7516 0.7432 -0.7869
H 0.3932 -0.2801 -1.4307
H 0.7610 0.4314 1.4900
H -0.5859 -0.3940 0.7902
H 1.2490 -3.3558 0.9348
H -2.6339 1.4259 -0.6371
H -3.7613 2.3512 -1.1509
O -3.4314 1.4625 -1.2923
*
```


Record 16
A 2-piece molecular cluster, C4H9O6P overall. Source: the Open Molecules 2025 dataset; level of theory: ωB97M-V with the def2-TZVPD basis set.

## Properties
**F_max**: 0.0634 hartree/bohr
**E_HOMO**: -0.0273 Ha
**Energy relative to the best compared isomer or geometry (same formula, charge and spin)**: 0.00 kJ/mol
**E**: -950.70527 hartree

```
! wB97M-V def2-TZVPD RIJCOSX def2/J DEFGRID3
* xyz -2 1
C -1.9063 0.1397 1.6357
C -1.2745 0.3000 0.3062
C -1.5248 -0.8867 -0.6284
C 2.0050 1.4506 -1.2531
O 1.5521 -1.4002 -1.0318
O 2.0651 0.1076 1.0898
O 3.9424 -0.7506 -0.4499
O -0.7891 -2.0377 -0.3767
O 1.4768 2.1221 -0.3404
O 2.1808 1.7044 -2.4192
P 2.4993 -0.2852 -0.5019
H -3.0261 -0.0852 1.4782
H -1.7217 1.1751 2.1481
H -1.6546 -0.7618 2.1613
H -0.1503 0.3728 0.3824
H -1.7099 1.2869 -0.0370
H -1.4870 -0.5709 -1.7571
H 0.1786 -1.6724 -0.6292
H 1.9593 1.0156 0.7712
H -2.6151 -1.2239 -0.5481
*
```


Record 17
C4H9OP in the gas phase. Source: the Open Molecules 2025 dataset; level of theory: ωB97M-V with the def2-TZVPD basis set.

## Properties
**F_max**: 0.1602 hartree/bohr
**SMILES**: C=CP(C)(C)=O
**E_HOMO**: -0.3078 Ha
**Energy relative to the best compared isomer or geometry (same formula, charge and spin)**: 200.32 kJ/mol
**E**: -574.30218 hartree

```
! wB97M-V def2-TZVPD RIJCOSX def2/J DEFGRID3
* xyz 0 1
C -1.4429 -1.6625 -0.0023
C -0.3815 -1.2753 0.7357
P 0.8494 -0.2102 -0.0378
C 0.0106 0.3568 -1.5600
C 1.4262 1.1109 1.0909
O 2.2625 -1.3847 -0.2966
H -2.1410 -2.2374 0.6096
H -1.6988 -1.6783 -1.0580
H -0.1301 -1.5301 1.7549
H -0.2521 1.3779 -1.5618
H 0.5716 0.0420 -2.4223
H -0.9668 -0.1400 -1.6050
H 1.2830 0.8317 2.1949
H 2.4701 1.2982 0.9387
H 0.7291 2.0281 0.8341
*
```


Record 18
A 2-piece molecular cluster, C4H9OPS overall. Source: the Open Molecules 2025 dataset; level of theory: ωB97M-V with the def2-TZVPD basis set.

## Properties
**F_max**: 0.0657 hartree/bohr
**SMILES**: C1C[C@H]2SP2C1.O
**E_HOMO**: -0.3235 Ha
**Energy relative to the best compared isomer or geometry (same formula, charge and spin)**: 195.01 kJ/mol
**E**: -972.54996 hartree

```
! wB97M-V def2-TZVPD RIJCOSX def2/J DEFGRID3
* xyz 0 1
C 0.6206 -0.3938 1.2920
C 0.4603 -1.8364 0.6401
C 0.1236 -1.4898 -0.7477
S -1.4587 -0.4002 -0.7031
P 0.5475 0.0908 -1.4386
C 0.9510 0.7548 0.2521
H -0.3527 -0.1227 1.8117
H 1.3617 -0.4023 2.0923
H 1.2907 -2.5991 0.8033
H -0.4689 -2.3867 1.0006
H -0.2081 -2.2818 -1.4548
H 0.3599 1.6902 0.2374
H 2.0060 1.0775 0.4887
O -1.5039 3.0108 -1.5875
H -2.4047 3.1835 -1.1794
H -1.3243 2.1052 -1.5071
*
```